A molecular structure, C46H54FeN8S3, computed with ωB97M-V with the def2-TZVPD basis set.

Last column: Mulliken charge in e.
Cartesian coordinates (Å):
Fe: 1.571558 1.653356 0.124806  1.096
S: -1.565751 -1.781292 -0.144373  0.657
S: 1.265033 -1.670781 0.077178  0.572
S: -1.708350 1.015713 -0.010016  0.297
N: 1.552137 3.921929 0.125042  -0.147
N: 1.764798 2.162341 -2.015834  -0.074
N: 1.810770 -0.301945 0.143983  0.471
N: -0.365621 1.604129 0.135044  1.137
N: 3.863924 1.522027 0.231034  0.567
N: 2.013554 1.968098 2.287046  0.026
N: -0.237088 -1.960919 0.635548  0.320
N: -1.870828 -0.401694 -0.800511  0.231
C: 1.770327 -3.637605 -1.807496  -0.534
C: -3.490212 -3.019205 3.173126  -1.016
C: 1.559134 -3.807550 1.821767  0.074
C: 1.358092 -2.335199 -1.568392  0.028
C: 1.527083 -3.227891 -4.168112  -0.837
C: 3.557871 -2.666856 1.050115  -0.544
C: 1.437273 4.461344 -1.257689  -1.114
C: -4.500758 0.700118 2.885023  -0.922
C: 2.354028 -4.673433 2.559923  -0.930
C: -5.084331 -2.861656 1.366379  -0.861
C: -2.796304 -2.288678 1.018020  0.814
C: -2.808045 2.017357 -0.968393  0.240
C: -3.810121 4.177733 -1.195844  -0.974
C: -1.664542 -4.274251 -1.120015  -0.965
C: 4.785877 1.764877 -0.905554  -0.834
C: -4.277582 2.438868 -2.800919  -0.810
C: -4.088001 -2.420643 0.515643  -1.156
C: -4.452908 3.738514 -2.349286  -0.714
C: -2.349263 -3.492059 -3.708121  -0.904
C: -1.893790 -5.228928 -2.093255  -0.829
C: 4.254703 2.772481 -1.902017  -0.627
C: -1.780630 -2.930980 -1.466312  0.872
C: 4.338056 -3.542376 1.785577  -0.880
C: 3.405150 1.558249 2.593372  -0.816
C: 3.075926 2.265237 -2.723396  -0.639
C: -2.120279 -2.519546 -2.745072  0.009
C: 0.925331 3.373515 -2.177006  -0.180
C: -3.711568 0.555891 4.020115  -0.904
C: -2.326504 0.538999 3.919461  -0.896
C: -3.911205 0.843653 1.639014  -0.626
C: -1.725841 0.676637 2.678461  0.222
C: 2.173545 -2.806905 1.081451  0.195
C: 1.013018 -1.478557 -2.606978  0.478
C: 1.099060 -1.929494 -3.911855  -0.868
C: -2.238557 -4.836532 -3.383131  -0.750
C: 3.735286 -4.541683 2.541607  -0.659
C: -2.524441 0.836981 1.555974  0.406
C: -4.783570 -3.161816 2.691601  -0.654
C: 4.332508 2.071520 1.512275  -0.700
C: -2.475124 -2.580402 2.333870  0.004
C: 1.697557 3.289102 2.895536  -1.265
C: -2.980269 3.317374 -0.499601  -0.294
C: 0.532454 4.541895 1.014719  -0.850
C: 0.389540 3.848269 2.365468  0.314
C: -3.455581 1.560553 -2.106334  -0.392
C: 1.853311 -4.078648 -3.122090  -0.992
H: -4.181360 0.460227 4.990090  0.476
H: 1.266790 1.398460 -2.459010  -0.030
H: 3.442371 0.467030 2.613255  0.296
H: 0.641845 -0.487868 -2.379201  0.132
H: 2.463973 4.193814 0.480689  0.344
H: -1.418863 -4.568903 -0.106452  0.342
H: 5.055354 3.002319 -2.608284  0.517
H: 1.662459 3.178085 3.981218  0.552
H: 5.360127 1.766929 1.727350  0.553
H: 3.707282 1.922135 3.577342  0.535
H: -4.521552 0.974340 0.754259  0.563
H: 4.954801 0.813729 -1.414869  0.282
H: -2.493679 3.637622 0.413607  0.629
H: 2.404938 4.825162 -1.595590  0.339
H: -5.564786 -3.518140 3.349918  0.480
H: 5.754327 2.093284 -0.523325  0.476
H: -4.308105 -2.202134 -0.522676  0.471
H: 2.529429 3.965838 2.685908  0.412
H: -2.203934 -1.468572 -2.980131  0.364
H: -0.096837 3.108377 -1.907930  -0.115
H: -5.578853 0.715230 2.972187  0.522
H: 0.763276 5.318039 -1.277466  0.562
H: 3.318753 1.268673 -3.098304  0.367
H: 1.891545 -5.453760 3.148834  0.506
H: 0.934669 3.718608 -3.213940  0.691
H: -1.817740 -6.278758 -1.845180  0.537
H: -0.413861 4.513807 0.477257  0.234
H: -3.327201 0.542174 -2.440893  0.364
H: 2.939816 2.907708 -3.596998  0.379
H: 5.415535 -3.451672 1.765713  0.483
H: -4.788800 2.101038 -3.692012  0.489
H: -1.460761 -2.471175 2.690272  0.484
H: 4.347814 -5.223796 3.115686  0.449
H: -5.102541 4.412696 -2.891153  0.443
H: 2.186705 -5.087241 -3.325933  0.505
H: 1.391677 1.287776 2.715242  0.211
H: 4.329602 3.163949 1.463903  0.291
H: -3.264359 -3.259845 4.203274  0.530
H: -0.650763 0.651067 2.564883  0.189
H: -2.430159 -5.587989 -4.137530  0.471
H: -0.341372 3.041657 2.299829  -0.535
H: 0.483443 -3.905457 1.828645  0.268
H: 0.792099 5.594365 1.157570  0.499
H: 1.606407 -3.576768 -5.189180  0.480
H: -3.966753 5.186112 -0.837480  0.509
H: 2.037531 -4.298011 -0.993262  0.574
H: 4.030508 3.714229 -1.398188  0.039
H: -1.719383 0.421261 4.807273  0.548
H: 4.016860 -1.896797 0.443559  0.455
H: -2.622964 -3.196635 -4.711976  0.546
H: -6.092762 -2.983589 0.995181  0.512
H: 3.791696 0.516382 0.355565  -0.337
H: -0.003391 4.572376 3.079873  0.693
H: 0.829348 -1.276623 -4.731951  0.550

Atomic forces in eV per Å
0.1 -0.1 0.0
0.0 0.0 0.0
0.1 0.0 0.0
0.0 0.0 0.0
0.0 0.0 0.0
0.0 0.0 0.0
-0.1 0.1 -0.1
0.1 0.0 0.0
0.0 0.0 0.0
0.0 0.0 0.0
0.0 0.0 0.0
0.0 0.0 0.0
0.0 0.0 0.0
0.0 0.0 0.0
0.0 0.0 0.0
0.0 0.0 0.0
0.0 0.0 0.0
0.0 0.0 0.0
0.0 0.0 0.0
0.0 0.0 0.0
0.0 0.0 0.0
0.0 0.0 0.0
0.0 0.0 0.0
0.0 0.0 0.0
0.0 0.0 0.0
0.0 0.0 0.0
0.0 0.0 0.0
0.0 0.0 0.0
0.0 0.0 0.0
0.0 0.0 0.0
0.0 0.0 0.0
0.0 0.0 0.0
0.0 0.0 0.0
0.0 0.0 0.0
0.0 0.0 0.0
0.0 0.0 0.0
0.0 0.0 0.0
0.0 0.0 0.0
0.0 0.0 0.0
0.0 0.0 0.0
0.0 0.0 0.0
0.0 0.0 0.0
0.0 0.0 0.0
0.0 0.0 0.0
0.0 0.0 0.0
0.0 0.0 0.0
0.0 0.0 0.0
0.0 0.0 0.0
0.0 0.0 0.0
0.0 0.0 0.0
0.0 0.0 0.0
0.0 0.0 0.0
0.0 0.0 0.0
0.0 0.0 0.0
0.0 0.0 0.0
0.0 0.0 0.0
0.0 0.0 0.0
0.0 0.0 0.0
0.0 0.0 0.0
0.0 0.0 0.0
0.0 0.0 0.0
0.0 0.0 0.0
0.0 0.0 0.0
0.0 0.0 0.0
0.0 0.0 0.0
0.0 0.0 0.0
0.0 0.0 0.0
0.0 0.0 0.0
0.0 0.0 0.0
0.0 0.0 0.0
0.0 0.0 0.0
0.0 0.0 0.0
0.0 0.0 0.0
0.0 0.0 0.0
0.0 0.0 0.0
0.0 0.0 0.0
0.0 0.0 0.0
0.0 0.0 0.0
0.0 0.0 0.0
0.0 0.0 0.0
0.0 0.0 0.0
0.0 0.0 0.0
0.0 0.0 0.0
0.0 0.0 0.0
0.0 0.0 0.0
0.0 0.0 0.0
0.0 0.0 0.0
0.0 0.0 0.0
0.0 0.0 0.0
0.0 0.0 0.0
0.0 0.0 0.0
0.0 0.0 0.0
0.0 0.0 0.0
0.0 0.0 0.0
0.0 0.0 0.0
0.0 0.0 0.0
0.0 0.0 0.0
0.0 0.0 0.0
0.0 0.0 0.0
0.0 0.0 0.0
0.0 0.0 0.0
0.0 0.0 0.0
0.0 0.0 0.0
0.0 0.0 0.0
0.0 0.0 0.0
0.0 0.0 0.0
0.0 0.0 0.0
0.0 0.0 0.0
0.0 0.0 0.0
0.0 0.0 0.0
0.0 0.0 0.0
0.0 0.0 0.0

**Charge**: +3
**Frontier orbital gap (alpha / beta)**: 9.348 / 8.056 eV
**Multiplicity**: 6
**Energy relative to the best compared isomer or geometry (same formula, charge and spin)**: 8.31 kcal/mol
**<S²>**: 8.76

=====

A molecular structure, C46H55BrN4OPdSi2Te, computed with ωB97M-V with the def2-TZVPD basis set.

Last column: Mulliken charge in e.
Cartesian coordinates (Å):
Te: 0.078419 2.277135 0.993885  0.275
Pd: 1.097993 0.004957 -0.138853  -1.852
Br: -7.419674 -1.563573 6.468898  -0.150
Si: -3.173920 0.973506 0.639041  0.072
Si: 0.027529 5.524935 0.160205  0.170
O: 1.035597 -0.135344 1.927678  -0.354
N: 0.389699 -2.124441 0.189360  2.003
N: -2.396004 -4.476279 4.894572  -0.845
N: -1.963464 -4.427659 3.663363  -0.033
N: 3.943037 -3.566368 -0.890678  0.074
C: -0.702209 -3.370143 1.951011  1.263
C: 2.661084 0.531680 -3.942236  -0.401
C: 0.382686 -1.182314 2.385865  -0.198
C: -3.148622 1.630982 -1.114598  -0.735
C: -1.013640 -4.375327 1.024643  -1.005
C: -0.737776 -2.383103 4.176833  -0.912
C: 0.008498 -1.301695 3.717587  -0.902
C: -5.120636 -3.169311 6.916012  -0.410
C: -5.880351 -2.511793 5.951108  0.102
C: 3.491382 -3.761794 0.523880  -0.835
C: 3.966060 -1.104666 -0.678925  0.944
C: -2.547699 0.005258 -5.437182  -0.888
C: -0.103138 -0.082626 -2.667664  -0.470
C: -2.071985 1.063868 -6.209010  -0.457
C: 0.050120 -3.073927 -0.665959  -0.712
C: 3.814302 2.789709 -2.802446  -0.819
C: -3.979996 -3.843236 6.537854  -0.322
C: 1.074626 0.347979 -2.064812  0.589
C: 3.130370 -0.208028 -0.027572  1.182
C: -0.286635 1.456592 -4.650386  -0.077
C: -4.802227 1.317896 1.480040  -1.121
C: -0.696794 5.909693 1.836498  -1.058
C: -5.520221 -2.547443 4.606895  -0.624
C: -1.146201 -3.410472 3.318883  0.374
C: 2.756984 2.170996 -2.163830  0.236
C: 3.737838 1.137180 -4.561260  -1.063
C: 4.313087 2.268385 -3.991337  -0.673
C: -4.375155 -3.212023 4.223136  -0.236
C: -0.730501 0.363194 -3.868300  0.410
C: 5.050176 0.886794 0.937864  -0.624
C: 0.028758 -2.253087 1.496622  -0.361
C: -0.576310 3.796984 -0.343177  -0.343
C: 3.563545 -4.728039 -1.742354  -0.764
C: -0.948705 1.787677 -5.809840  -1.012
C: -1.840209 1.766872 1.736980  -0.911
C: -3.575815 -3.848595 5.190970  0.263
C: -1.893953 -0.333909 -4.276086  -0.386
C: -0.638098 -4.230560 -0.290933  -1.482
C: 5.352810 -0.957017 -0.546117  -0.897
C: -2.860501 -0.871538 0.585935  0.526
C: -0.554654 6.725298 -1.139840  -1.090
C: 1.898294 5.470629 0.218319  -0.860
C: 3.676081 0.774403 0.792936  -0.095
C: 5.898151 0.025623 0.254280  -1.168
C: 3.459678 -2.256265 -1.486264  -0.040
C: 2.156791 1.038084 -2.730714  1.531
H: 5.457379 1.656099 1.580849  0.473
H: -3.716154 -1.374335 0.127913  0.568
H: -2.723431 -1.287169 1.586671  -0.272
H: -2.589860 1.338581 -7.118385  0.441
H: 2.370476 2.572297 -1.235181  0.288
H: -5.642422 1.121109 0.811279  0.358
H: 4.258206 3.678253 -2.373650  0.493
H: 2.291955 6.405058 0.623398  0.426
H: 3.935416 -4.564263 -2.750437  0.347
H: 3.920506 -4.691338 0.888255  0.472
H: 2.189452 -0.335704 -4.389867  0.541
H: 0.324363 -2.920859 -1.705726  0.439
H: -0.398261 6.906919 2.165679  0.376
H: -3.374969 -4.366063 7.265874  0.456
H: -5.429051 -3.152552 7.951730  0.425
H: 2.285684 4.665028 0.847974  0.280
H: 4.962173 -3.507053 -0.868372  0.453
H: 3.033539 1.455824 1.335993  0.425
H: 3.824715 -2.245673 -2.514806  0.555
H: -1.788674 5.892147 1.808362  0.354
H: -1.652370 1.109545 2.590021  0.457
H: -3.512688 2.655722 -1.200076  0.453
H: -0.606137 2.620493 -6.408378  0.462
H: -3.810766 1.004521 -1.719299  0.397
H: 3.830614 -2.919123 1.118966  0.320
H: -0.177668 6.450014 -2.127075  0.334
H: -1.021071 -2.434415 5.219242  0.543
H: -1.568619 -5.239722 1.364824  0.561
H: -2.151080 1.586466 -1.561296  -0.080
H: 0.557600 2.047066 -4.329383  0.590
H: 2.375048 -2.305846 -1.487576  -0.817
H: -0.880535 -4.978098 -1.033359  0.570
H: 2.406163 -3.813178 0.523092  0.379
H: -4.092663 -3.261058 3.180181  0.505
H: 6.970971 0.120774 0.347849  0.442
H: 4.123752 0.744984 -5.492349  0.495
H: -1.644095 6.763220 -1.193034  0.337
H: 5.150291 2.748894 -4.479780  0.437
H: -2.183300 2.726990 2.131703  0.726
H: 2.315276 5.354424 -0.785754  0.190
H: 3.996132 -5.631403 -1.321082  0.369
H: -0.202890 7.735900 -0.924808  0.365
H: -0.224175 3.548830 -1.347075  0.202
H: -2.257205 -1.151556 -3.665052  0.486
H: -1.665214 3.750217 -0.346507  0.321
H: -3.428505 -0.540091 -5.746264  0.439
H: -1.977635 -1.119388 -0.008635  -0.756
H: 0.306053 -0.519805 4.404918  0.597
H: -0.363062 5.209398 2.606718  0.333
H: -4.877908 2.357750 1.802920  0.339
H: -4.925859 0.687347 2.363443  0.285
H: -0.690329 -0.810827 -2.111433  -0.206
H: 2.478270 -4.800610 -1.743715  0.302
H: 6.023219 -1.616780 -1.092754  0.466
H: -6.149210 -2.062699 3.872462  0.430

Atomic forces in eV per Å
0.2 0.2 -0.2
-0.2 0.0 0.5
0.0 0.0 0.0
0.0 0.0 0.0
0.0 0.0 0.1
0.0 -0.1 0.1
-0.1 -0.2 -0.2
-0.1 0.1 -0.1
0.2 0.1 0.1
0.0 0.0 0.1
0.0 -0.1 -0.1
-0.1 0.0 0.0
0.0 -0.2 -0.1
0.0 0.0 0.0
0.0 0.1 0.0
0.1 0.2 0.0
0.0 -0.1 0.1
0.0 0.0 0.0
0.0 0.0 0.0
0.0 0.0 -0.1
0.0 0.1 0.0
0.0 0.0 0.0
0.3 0.0 0.0
0.0 0.0 0.0
0.0 0.0 0.0
0.0 0.0 0.0
-0.1 0.0 0.0
-0.2 0.1 0.1
0.1 0.2 0.0
-0.1 0.0 0.1
0.0 0.0 0.0
0.0 0.0 0.0
0.0 0.0 0.0
-0.1 -0.3 -0.1
0.1 0.0 0.0
0.0 0.0 0.0
0.0 0.0 0.0
0.0 0.1 0.0
-0.1 0.0 -0.1
0.0 0.1 0.0
0.1 0.1 0.1
0.0 0.0 -0.1
0.0 0.1 0.0
0.0 0.0 0.0
0.0 0.0 0.0
0.2 -0.2 0.1
0.1 0.1 0.0
0.0 0.0 0.0
0.0 0.0 0.0
0.0 0.1 -0.1
0.0 0.0 0.0
0.0 0.0 0.0
0.1 0.0 -0.1
0.0 0.0 0.0
0.0 -0.1 0.0
0.0 -0.2 -0.2
0.0 0.0 0.0
0.0 0.0 0.0
0.0 0.0 0.0
0.0 0.0 0.0
0.0 0.0 0.0
0.0 0.0 0.0
0.0 0.0 0.0
0.0 0.0 0.0
0.0 0.0 0.0
0.0 0.0 0.0
0.0 0.0 0.0
0.0 0.0 0.0
0.0 0.0 0.0
0.0 0.0 0.0
0.0 0.0 0.0
0.0 0.0 0.0
0.0 0.0 0.0
0.0 0.0 0.0
0.0 0.0 0.0
0.0 0.0 0.0
0.0 0.0 0.0
0.0 0.0 0.0
0.0 0.0 0.0
0.0 0.0 0.0
0.0 0.0 0.0
0.0 0.0 0.0
0.0 0.0 0.0
0.0 0.0 0.0
0.0 0.0 0.0
0.0 0.0 0.0
0.0 0.0 0.0
0.0 0.0 0.0
0.0 0.0 0.0
0.0 0.0 0.0
0.0 0.0 0.0
0.0 0.0 0.0
0.0 0.0 0.0
0.0 0.0 0.0
0.0 0.0 0.0
0.0 0.0 0.0
0.0 0.0 0.0
0.0 0.0 0.0
0.0 -0.1 0.0
0.0 0.0 0.0
0.0 0.0 -0.1
0.0 0.0 0.0
0.0 0.0 0.0
0.0 0.0 0.0
0.0 0.0 0.0
0.0 0.0 0.0
0.0 0.0 0.0
0.0 0.0 0.0
0.0 0.0 0.0
0.0 0.0 0.0
0.0 0.0 0.0

**Charge**: +2
**Frontier orbital gap (alpha / beta)**: 5.621 / 4.448 eV
**Multiplicity**: 5
**<S²>**: 6.14